Record 1
H80O40 | ωB97M-V with the def2-TZVPD basis set

orbital gap (alpha / beta)	1.76 / 9.56	eV
lowest unoccupied orbital energy (alpha / beta)	1.561 / 1.528	eV
charge	-1
multiplicity	2
highest occupied orbital energy (alpha / beta)	-0.20 / -8.03	eV

CARTESIAN COORDINATES (ANGSTROEM)
H1 -0.9639 -4.9141 4.4081
H2 -0.6670 -4.7096 3.0779
O1 -0.7155 -5.5377 3.6712
H3 5.5364 -2.4768 -2.6237
H4 4.3320 -2.1929 -3.2774
O2 4.8710 -1.7791 -2.5776
H5 -0.3184 -0.2970 3.2317
H6 0.5104 -0.8440 2.3906
O3 0.3392 -1.0510 3.3204
H7 0.2064 1.7383 -3.2494
H8 0.1841 2.2290 -1.9597
O4 0.2559 2.6363 -2.8914
H9 0.2959 -0.7420 5.4145
H10 -1.0474 -0.7078 4.8885
O5 -0.5800 -0.4717 5.7174
H11 1.1076 -2.6956 2.6994
O6 0.5921 -3.4869 2.3065
H12 -1.5322 1.6060 2.9730
O7 -1.5248 0.7139 2.6226
H13 4.0946 2.4816 2.5139
H14 5.2491 1.6566 1.9575
O8 4.6579 1.7245 2.7105
H15 -0.2647 -1.7571 -3.2038
H16 -1.0417 -0.5737 -3.2948
O9 -1.0504 -1.4813 -3.6739
H17 0.2350 2.2107 3.4775
H18 1.3991 1.5403 2.8393
O10 1.1354 2.4119 3.0765
H19 -2.1033 0.6749 -4.6964
H20 -3.3478 0.9746 -5.6564
O11 -2.5687 0.4759 -5.5260
H21 -3.9030 -1.7846 -2.9489
O12 -3.9565 -0.8630 -2.3315
H22 -0.3715 4.7992 1.8611
H23 -0.7502 6.0105 2.6716
O13 -0.6476 5.7345 1.7759
H24 -0.6903 3.4362 5.2943
H25 -0.7326 1.9460 5.3898
O14 -0.8575 2.6642 4.6911
H26 0.0135 -4.4493 -3.2345
H27 0.7354 -5.2001 -4.4768
O15 0.4863 -4.3872 -4.0688
H28 -0.4551 -0.7001 -5.5717
H29 0.1090 0.2062 -6.7125
O16 0.3482 -0.0869 -5.8051
H30 -2.6834 -1.0917 -1.2629
H31 -1.8641 -1.6354 -0.0922
O17 -2.3725 -0.8827 -0.3297
H32 1.3269 -0.8651 0.0578
H33 -0.0576 -0.1658 -0.1150
O18 0.3661 -0.8717 0.3805
H34 -1.6833 3.6490 -4.0301
O19 -0.9131 4.2874 -4.3251
H35 3.7973 -2.7246 -1.5801
H36 3.2287 -3.6004 -0.3408
O20 3.0732 -2.8352 -0.8939
H37 -3.4954 -0.9020 2.8536
O21 -4.2090 -1.4653 2.5031
H38 -3.4402 1.1685 -2.6788
H39 -2.8604 1.0349 -1.1955
O22 -2.9636 1.6071 -1.9862
H40 -2.9324 3.3602 1.7166
H41 -2.2001 3.8579 0.4418
O23 -2.0841 3.3883 1.2619
H42 2.3838 4.9259 1.1996
H43 1.7525 4.1164 2.5001
O24 2.0826 4.0863 1.6205
H44 1.7169 4.7255 4.2736
H45 1.0143 3.4470 4.9480
O25 1.1720 4.4054 4.9997
H46 -3.1022 -3.5538 -1.3029
H47 -4.4621 -3.7685 -1.1293
O26 -3.9037 -3.4067 -1.8160
H48 -3.7920 2.4727 -0.6930
H49 -5.2930 2.2672 -0.2799
O27 -4.4129 2.5211 0.0199
H50 4.1265 -3.0086 4.2975
H51 3.7379 -1.6782 3.7867
O28 3.3558 -2.4882 4.0702
H52 -0.6432 5.1089 -1.5152
H53 -0.9153 5.3047 -2.9627
O29 -1.0648 5.7396 -2.0844
H54 -1.1341 -3.0223 -1.4905
H55 0.3313 -3.0208 -1.8050
O30 -0.3306 -3.6372 -1.5059
H56 2.4096 -4.8521 1.4580
H57 2.9797 -5.5806 0.3241
O31 3.2600 -5.0982 1.0916
H58 4.2975 2.9865 -0.3349
O32 3.6374 2.3743 0.0162
H59 2.9737 -0.1632 -0.4548
H60 2.5917 -1.3835 -1.4424
O33 2.3847 -0.4890 -1.1338
H61 -0.0516 3.8959 -4.1511
H62 -0.2728 -3.4610 2.7022
H63 -4.8264 -1.5994 3.2637
H64 -1.4313 0.4392 1.7164
H65 -3.9836 -0.1645 -3.0711
H66 3.1334 2.8383 0.6917
O34 2.8251 -0.2694 2.6939
H67 2.2235 -0.1247 3.4463
H68 3.4009 0.5013 2.5904
O35 1.1626 0.0434 -3.1136
H69 1.2311 -0.0409 -4.0643
H70 1.8932 0.6291 -2.9659
O36 0.9388 -6.0029 0.5480
H71 0.6640 -5.0684 0.7231
H72 0.6294 -6.3715 -0.2779
O37 4.1269 2.6851 -3.1467
H73 4.6198 2.3176 -2.3497
H74 3.5060 1.9673 -3.2637
O38 2.2462 -2.4482 -3.8536
H75 2.1250 -3.3800 -3.9445
H76 1.5279 -1.8622 -3.9443
O39 -5.1280 1.6652 -3.0559
H77 -5.2406 2.3193 -2.3666
H78 -5.9654 1.4875 -3.4371
O40 -3.8170 -0.0251 5.1636
H79 -4.1434 0.8805 5.3065
H80 -3.1854 -0.1776 5.9198



Record 2
H80O40 | ωB97M-V with the def2-TZVPD basis set

orbital gap (alpha / beta)	1.78 / 8.97	eV
lowest unoccupied orbital energy (alpha / beta)	1.238 / 1.286	eV
charge	-1
multiplicity	2
highest occupied orbital energy (alpha / beta)	-0.55 / -7.69	eV

CARTESIAN COORDINATES (ANGSTROEM)
H1 -3.1750 2.7031 -2.4963
H2 -2.2273 3.6745 -1.9400
O1 -2.5358 2.8557 -1.7665
H3 3.4787 -0.4780 -5.6885
H4 3.6673 -1.5372 -4.5545
O2 3.7038 -0.5584 -4.7802
H5 0.9643 -2.2165 6.0785
H6 -0.1300 -2.8959 5.1458
O3 0.8156 -2.7596 5.3568
H7 -4.7585 -0.6677 2.6677
H8 -3.6681 -1.0943 3.8592
O4 -4.7032 -1.0626 3.6729
H9 -1.4171 -0.5759 -1.9873
H10 -0.7921 -1.1427 -2.9691
O5 -1.7051 -1.3569 -2.5429
H11 5.8942 1.2751 1.7995
O6 6.1475 1.2430 2.6927
H12 3.8896 4.6282 -3.1708
O7 3.0041 4.7272 -3.5727
H13 2.2796 -0.7097 5.0552
H14 3.8986 -0.5974 5.5700
O8 3.0996 -0.2034 5.0188
H15 -2.2977 -6.1316 1.2084
H16 -3.1877 -5.2510 1.9816
O9 -2.5012 -5.8967 2.1217
H17 0.6722 1.3536 -6.0244
H18 1.2181 2.8062 -5.7648
O10 1.2846 1.8099 -5.7776
H19 -0.5014 4.8225 3.7367
H20 -0.1392 4.8574 2.1110
O11 -0.3401 5.1585 2.9159
H21 3.0874 -2.9766 -2.7002
O12 3.4963 -3.3894 -3.4723
H22 -4.8855 -3.4730 2.4875
H23 -4.5185 -3.5012 0.9149
O13 -4.8049 -3.0564 1.6979
H24 2.6442 2.8488 0.9953
H25 3.1349 2.3956 2.6216
O14 2.4201 2.3705 1.9365
H26 4.5510 -0.6885 -1.6950
H27 3.7348 -1.4450 -0.6534
O15 4.5327 -1.2680 -0.9145
H28 3.9240 2.8910 -0.8722
H29 4.7577 3.5959 -1.6302
O16 3.7642 3.4801 -1.5114
H30 -2.0228 1.0381 3.0260
H31 -2.2541 2.2269 2.1139
O17 -2.7352 1.4755 2.5331
H32 1.6528 1.0299 -1.4145
H33 2.2929 0.0011 -0.6148
O18 1.7304 0.7196 -0.5704
H34 -2.6609 -4.4181 -0.5014
O19 -3.1483 -4.5738 0.3341
H35 0.7560 -3.0703 -1.5735
H36 0.4886 -1.8150 -1.2517
O20 0.6035 -2.2811 -2.2156
H37 1.1546 -1.5834 2.3856
O21 0.7081 -2.3022 2.2099
H38 -3.1926 -2.0140 1.7710
H39 -1.7796 -1.3505 1.5607
O22 -2.3222 -1.9709 2.1412
H40 -3.1414 0.9646 -4.1393
H41 -3.4220 2.2568 -4.5737
O23 -3.6467 1.7253 -3.8808
H42 1.7144 -4.3381 1.6448
H43 2.7356 -5.0814 0.7523
O24 1.9205 -4.7299 0.8652
H44 3.5350 5.5444 0.8713
H45 2.4776 5.0208 -0.0533
O25 3.0776 4.7722 0.6139
H46 2.8803 -0.2992 3.4649
H47 2.8489 0.6909 2.4126
O26 2.9955 -0.2004 2.5243
H48 -1.1489 -4.1512 3.0777
H49 -1.9429 -3.1423 3.7438
O27 -1.2614 -3.8367 4.0415
H50 -4.1419 -2.2096 -2.8121
H51 -5.1162 -3.3916 -2.3858
O28 -4.9895 -2.7270 -2.9909
H52 -4.3235 -1.6544 -0.4953
H53 -4.4559 -0.5740 -1.8499
O29 -3.8320 -0.8385 -1.0190
H54 -0.2737 2.1168 -3.1475
H55 -1.2929 1.9422 -2.1991
O30 -0.6637 1.3435 -2.6311
H56 -3.1058 -1.2957 -4.8789
H57 -2.1503 -0.4284 -4.2344
O31 -2.4796 -0.5332 -5.0667
H58 0.5192 3.4506 -4.3452
O32 0.5599 3.3892 -3.4678
H59 -4.7700 2.7273 1.8258
H60 -4.8977 1.5115 2.9854
O33 -5.3537 2.0268 2.2689
H61 -3.0025 -3.7165 1.1053
H62 5.5423 0.4289 2.9503
H63 1.0616 -3.0903 2.8608
H64 3.0491 4.1509 -4.3734
H65 2.9442 -3.3942 -4.1897
H66 1.4020 3.4907 -3.1848
O34 -0.7769 2.1519 4.5540
H67 0.0170 1.6730 4.3787
H68 -1.2072 2.6868 3.8460
O35 1.1085 6.0520 -1.2089
H69 0.2817 6.1409 -0.6219
H70 0.6765 6.1549 -2.0717
O36 -0.7264 -0.0700 2.6644
H71 -0.1310 -0.4217 1.9061
H72 -0.5753 -0.7892 3.3742
O37 -0.7855 3.2417 0.8409
H73 0.1675 3.1305 1.1089
H74 -0.7275 3.8421 -0.0698
O38 4.2731 -3.1138 1.5051
H75 4.4161 -3.1114 2.4722
H76 3.7224 -2.5232 1.4566
O39 0.0634 -4.1116 -4.1267
H77 -0.6812 -3.7264 -3.7583
H78 0.6952 -3.7535 -3.7319
O40 -1.2819 0.8174 -0.2422
H79 -2.0484 1.5304 -0.1974
H80 -1.3800 0.6035 0.7369



Record 3
H80O40 | ωB97M-V with the def2-TZVPD basis set

orbital gap	9.30	eV
lowest unoccupied orbital energy	-0.639	eV
charge	0
highest occupied orbital energy	-9.94	eV

CARTESIAN COORDINATES (ANGSTROEM)
H1 -1.2857 -2.2381 -6.2747
H2 -2.2233 -1.7029 -5.2583
O1 -1.7645 -1.3758 -6.0815
H3 1.8712 0.0592 2.4952
H4 2.1141 -1.4359 2.9264
O2 1.4980 -0.7521 2.9236
H5 -5.7305 0.8708 2.0359
H6 -6.1690 2.1350 1.2066
O3 -6.0013 1.7667 2.0472
H7 -2.5012 1.1047 -2.2352
H8 -2.6784 -0.0329 -3.4327
O4 -3.1968 0.6800 -2.8112
H9 -2.6213 -2.4042 1.3693
H10 -3.1455 -1.8631 2.7696
O5 -3.4427 -2.0130 1.8793
H11 -0.1614 -1.9040 0.8701
O6 0.1431 -2.7398 0.4878
H12 -3.6148 2.3725 4.4717
O7 -3.2446 3.1249 5.0772
H13 -2.1912 -1.7965 -1.6978
H14 -0.8571 -2.1614 -1.1606
O8 -1.8100 -1.9971 -0.8705
H15 1.6095 -3.5788 3.1288
H16 1.3527 -3.2097 1.7776
O9 2.0388 -3.6382 2.2597
H17 2.3613 2.3427 -3.8720
H18 2.9860 3.1728 -2.9719
O10 1.9694 3.0107 -3.1384
H19 -2.9879 0.3026 1.9833
H20 -4.1769 0.8152 2.6927
O11 -3.2665 0.9448 2.5631
H21 3.8366 1.2100 -3.4320
O12 4.3826 1.3935 -2.7148
H22 -4.5483 -2.5946 -3.3601
H23 -4.8408 -1.0750 -3.6542
O13 -4.0992 -1.7056 -3.3041
H24 5.7216 2.1678 3.0840
H25 4.4632 3.3040 3.2031
O14 4.8585 2.4816 2.8423
H26 5.8556 -2.2573 0.6911
H27 5.7856 -0.6395 0.6435
O15 6.1604 -1.4341 0.2328
H28 1.2774 -2.0726 -2.3297
H29 0.9192 -1.5946 -4.0338
O16 1.0950 -2.2939 -3.2522
H30 3.7675 4.4738 -0.0269
H31 2.4150 4.7588 0.3395
O17 2.9193 4.0457 -0.0459
H32 0.3851 4.8319 -1.9876
H33 0.3744 4.0890 -0.6620
O18 0.6701 4.9266 -1.0345
H34 1.1441 -1.5025 5.3822
O19 1.7959 -2.1291 5.8007
H35 -0.8229 2.2246 3.2144
H36 0.0424 1.4925 2.2859
O20 -0.8472 1.8928 2.3676
H37 1.4752 -4.0674 -2.3575
O21 2.0307 -4.5038 -1.8437
H38 2.8193 -1.1385 -2.0668
H39 4.3862 -1.8335 -2.1537
O22 3.6689 -1.1810 -2.3569
H40 5.0796 0.6196 2.1449
H41 5.3520 -0.2330 3.4273
O23 5.1055 -0.2507 2.4970
H42 -0.9159 -3.2087 3.2705
H43 -0.9447 -1.4749 3.6712
O24 -1.0421 -2.2449 3.0347
H44 1.4738 1.2303 -0.6947
H45 2.1975 1.3081 -2.0982
O25 1.5497 0.7063 -1.5621
H46 -2.3417 -4.2312 -0.2449
H47 -2.5176 -5.1055 1.0576
O26 -1.9358 -4.6921 0.4671
H48 -5.2852 3.3472 -0.4626
H49 -4.2433 2.1330 -0.3902
O27 -5.1913 2.2930 -0.5515
H50 1.5038 -4.8598 1.1251
H51 0.2467 -5.7082 0.4609
O28 1.1847 -5.4740 0.4613
H52 -4.5861 -3.9052 -2.2555
H53 -3.2984 -3.6524 -1.8707
O29 -3.9748 -4.2799 -1.5910
H54 0.4376 2.8988 1.3035
H55 1.8252 3.1708 1.3591
O30 1.0052 3.5195 1.8138
H56 -5.5720 0.5309 -3.1342
H57 -5.5404 1.7850 -2.4437
O31 -6.2046 1.1740 -2.7329
H58 -1.0723 -4.3221 -3.0764
O32 -1.4085 -3.6096 -3.5046
H59 -0.8699 6.0621 0.7267
H60 0.2704 5.5877 1.4200
O33 -0.4703 6.1575 1.5656
H61 2.5193 -1.4803 5.9628
H62 -0.6602 -3.3853 0.4205
H63 1.9350 -4.7737 -1.0060
H64 -2.7263 2.7998 5.7387
H65 4.7788 0.7382 -2.2255
H66 -0.6054 -3.0833 -3.5480
O34 2.3813 0.9595 0.8806
H67 3.0862 1.6749 0.7017
H68 2.7579 0.6110 -0.0097
O35 -1.4571 1.1296 -0.2953
H69 -1.3497 0.2935 0.1160
H70 -1.9186 1.7919 0.1578
O36 2.1019 1.7230 -5.3230
H71 1.9144 1.3629 -6.2721
H72 1.5907 1.0917 -4.6901
O37 -2.2103 4.8712 -1.8248
H73 -2.8306 5.5354 -2.1349
H74 -2.0277 4.1900 -2.4350
O38 -2.6500 3.3763 1.6056
H75 -3.1761 2.6184 2.0059
H76 -1.7552 3.3113 2.2084
O39 0.1427 -4.3948 4.0515
H77 -0.3857 -5.1616 4.2714
H78 0.7110 -4.4206 4.8579
O40 5.7872 1.2830 -0.5667
H79 6.5967 1.7084 -0.8493
H80 5.6682 1.2292 0.3772



Record 4
H80O40 | ωB97M-V with the def2-TZVPD basis set

orbital gap	9.19	eV
lowest unoccupied orbital energy	-0.925	eV
charge	0
highest occupied orbital energy	-10.11	eV

CARTESIAN COORDINATES (ANGSTROEM)
H1 -3.1096 -1.9970 -0.1806
H2 -3.9544 -0.7754 -0.5192
O1 -3.9178 -1.5775 0.0167
H3 1.9804 -4.0564 1.3192
H4 0.9803 -5.3761 1.4954
O2 1.4014 -4.5894 1.8497
H5 -3.0654 -4.4007 -3.1747
H6 -3.8780 -3.6018 -2.2369
O3 -3.9159 -3.9952 -3.1023
H7 3.2460 1.5683 4.5871
H8 2.0298 2.0893 3.9788
O4 2.6020 1.3324 3.8880
H9 2.0012 5.1643 -0.4292
H10 2.9669 4.3350 -1.0767
O5 2.2604 4.9805 -1.3277
H11 -0.5124 -1.9463 -5.9506
O6 -1.1227 -2.4285 -5.3885
H12 0.1041 -5.4919 -1.7486
O7 -0.4203 -4.7656 -1.3851
H13 -1.9272 4.7739 4.1839
H14 -1.8755 4.0913 2.9140
O8 -1.4749 4.8360 3.3217
H15 -0.4632 -5.0756 -4.1009
H16 -0.0921 -3.4445 -4.1217
O9 0.0767 -4.3476 -3.8555
H17 4.9347 2.0472 0.8324
H18 4.9482 3.4304 1.6845
O10 4.5498 2.9084 1.0008
H19 -2.3050 -3.6592 2.8166
H20 -3.1067 -2.8116 1.9412
O11 -2.5798 -2.7577 2.7407
H21 -2.6725 0.1075 -5.5684
O12 -3.1950 0.9046 -5.7671
H22 -3.1142 0.8657 -0.6019
H23 -3.9417 0.8941 -2.0498
O13 -3.9587 0.9064 -1.0935
H24 -1.2515 -3.0458 0.9308
H25 -1.4277 -3.8302 -0.2581
O14 -2.0089 -3.4184 0.4344
H26 -0.1526 -0.0973 3.7301
H27 0.6172 0.7760 2.6089
O15 0.2774 0.8479 3.5150
H28 3.4053 -3.8554 -0.6031
H29 4.5206 -3.1514 -1.1741
O16 4.2297 -3.4169 -0.2468
H30 3.0600 -2.1684 2.7978
H31 2.6363 -0.7612 3.1327
O17 2.4540 -1.5126 2.4786
H32 -0.3345 0.0294 -2.8671
H33 0.8877 -0.8644 -3.2220
O18 0.2321 -0.6348 -2.4920
H34 -5.0650 -0.5306 2.1781
O19 -4.8458 -0.9425 3.0779
H35 -0.9506 -4.9027 4.8041
H36 -0.1428 -5.6610 3.9197
O20 -0.9798 -5.1150 3.8606
H37 0.7425 -4.0604 4.1642
O21 1.0285 -3.8796 5.0781
H38 2.6123 -4.5305 -3.0582
H39 3.0509 -3.2126 -2.7838
O22 3.2974 -4.1171 -2.5141
H40 3.8604 -0.8677 5.6549
H41 2.4723 -0.3553 5.1841
O23 2.8958 -0.9436 5.8116
H42 -0.7152 2.8405 -0.8853
H43 -0.4298 4.0307 -0.0043
O24 -0.1599 3.0957 -0.1093
H44 -5.1350 1.9981 -0.8138
H45 -6.1222 3.1655 -0.2223
O25 -5.7155 2.7471 -0.9875
H46 -3.8869 2.4214 0.7934
H47 -3.9324 2.2616 2.2195
O26 -3.6692 2.9476 1.5666
H48 -1.3900 -1.3717 3.0027
H49 -0.6533 -0.3283 1.7736
O27 -0.6343 -1.0166 2.4888
H50 3.3404 3.0825 -3.9749
H51 3.6254 2.5252 -2.4632
O28 3.8907 3.1319 -3.1656
H52 0.4001 3.3292 -5.2820
H53 0.6037 4.6913 -4.6902
O29 1.0394 4.0680 -5.2502
H54 0.3806 3.9550 3.0069
H55 1.8463 3.8462 2.6643
O30 1.2326 3.7632 3.3856
H56 -1.1580 1.4461 3.2347
H57 -1.5643 2.6264 2.4258
O31 -1.9872 1.8006 2.7247
H58 3.3468 -0.3476 -1.9112
O32 2.8872 0.2418 -2.5693
H59 3.4675 1.4657 -5.7946
H60 4.7069 0.7564 -5.0626
O33 3.7351 0.7443 -5.2052
H61 -4.3532 -1.6899 2.7479
H62 -1.0613 -3.0618 -6.1243
H63 1.0397 -2.9646 5.3095
H64 -0.1844 -4.1140 -2.1295
H65 -2.5054 1.5495 -5.8400
H66 2.4010 0.7008 -1.8405
O34 -1.7084 5.5357 0.5021
H67 -2.0535 5.6141 -0.3856
H68 -2.2148 4.7912 0.8088
O35 -1.8833 0.1461 0.3079
H69 -1.2291 0.8346 0.4893
H70 -2.1764 -0.3621 1.1255
O36 -0.7691 1.6510 -3.5528
H71 -1.5035 1.9112 -4.1033
H72 -1.0700 1.8505 -2.6737
O37 2.7203 -0.6875 -0.1058
H73 1.8949 -1.1131 -0.3331
H74 2.7626 -0.8733 0.8350
O38 0.7038 0.8356 0.5642
H75 1.4142 1.3936 0.3013
H76 0.6296 0.2422 -0.1962
O39 -2.8155 3.9797 -1.3051
H77 -3.6334 4.3783 -1.6191
H78 -3.0162 3.3856 -0.6103
O40 5.3177 -0.8130 2.4854
H79 6.2739 -0.8947 2.3902
H80 5.0701 -0.0585 3.0229